This record from the Open Molecules 2025 dataset describes 11 unconnected molecules or ions with the total composition C36H73NO13 in a non-equilibrium geometry. The level of theory is wB97M-V/def2-TZVPD.

## Properties
**Gap between HOMO and LUMO**: 6.857 eV
**Net charge**: 0
**Energy above the lowest of the compared OMol25 structures with the same formula, charge and spin**: 0.000 eV
**Energy**: -66605.1646 eV

Atoms and positions in Å:
H  0.7044  -0.0986  0.0954
H  -4.1650  -5.0958  -5.0895
H  -5.1404  4.4357  -2.3816
H  0.5321  -4.9259  -1.3567
H  5.9716  -1.2902  1.1667
C  -1.6273  4.4482  -1.2388
H  1.9525  -0.5187  -4.0129
H  0.5664  -1.9366  6.1728
O  1.3073  3.5797  -4.2384
H  4.8324  -0.0624  0.1439
H  -1.0183  0.9138  3.3483
H  -0.5345  -5.5813  -0.0330
C  -0.4636  3.7275  -0.5736
H  4.4710  -0.2443  4.0349
C  -1.9388  -3.0407  -3.4700
H  4.1383  3.0052  2.7275
C  0.4175  1.4699  -3.9093
C  -3.9005  -4.2836  -4.3498
H  0.8862  1.3895  -2.8173
H  -1.8683  0.8690  5.8410
C  5.3420  -0.4447  1.2108
H  -8.0080  1.8917  -0.6047
O  -1.6852  -2.4617  5.8042
H  -3.8142  -4.6860  -3.3578
O  -0.6904  2.3290  -0.5896
O  1.8087  1.1689  -0.0276
C  -2.2244  -0.0443  5.7736
C  0.2572  -4.2315  2.2808
C  2.5959  -1.2643  -3.8313
C  -0.9393  1.9184  -6.4720
C  3.7956  -2.4375  -2.1285
H  2.7410  0.2602  -1.0202
H  -2.4463  -3.0540  -5.5021
H  -2.6218  4.3642  -0.7790
H  2.2854  4.0406  5.7283
H  0.1243  2.0395  -0.3021
C  2.4741  3.5288  3.8086
C  0.6354  2.6846  -4.7018
H  1.7978  -4.9777  0.8957
O  -1.6374  -1.1512  2.2100
H  -0.9341  -0.2792  -3.7942
H  -3.0834  -0.2058  6.2463
H  -1.5157  2.0310  -7.5342
H  2.4474  -3.0097  0.2111
O  3.1200  0.3417  2.0885
C  -0.2598  0.8192  2.6442
H  0.9844  -3.7103  2.9650
H  5.8292  0.3634  1.6348
O  1.4066  -2.9868  0.4630
H  4.8793  -1.9478  3.2992
H  0.5134  3.6072  -6.6531
H  -4.6556  -3.5680  -4.3705
C  4.3344  -1.1017  3.3970
O  3.3464  -0.2411  -1.6793
H  -1.5955  4.2105  -2.2106
C  -5.2980  3.3650  -1.9348
H  -0.7236  -3.5896  2.4091
H  -0.0757  5.2863  0.9699
H  -0.6567  -3.8004  -0.3992
N  -0.0661  -0.7522  0.5121
O  -3.9485  0.0042  -1.9178
H  3.8587  -2.5664  -1.0119
H  -1.3319  3.6670  1.2970
C  -4.7366  0.9155  -1.8375
H  0.0876  1.5551  1.9510
H  2.2183  3.7127  2.8055
H  0.3573  3.9090  -1.1196
C  -0.4169  4.1242  0.8810
H  -1.0304  -2.5712  -3.7843
H  -1.6059  -0.3804  -0.5768
H  2.2079  2.0588  -0.1685
C  -4.2769  2.3722  -2.1560
H  1.8516  5.3755  4.8153
H  3.5336  -1.0321  -4.3536
H  4.6105  3.2674  4.4165
O  -2.4676  0.3182  -5.9343
C  -1.1640  -1.1687  6.2098
H  -1.6841  -1.8181  -0.5265
C  0.0726  2.8795  -6.1104
H  -6.5258  -0.2400  -1.1012
H  -3.2503  2.5610  -2.5870
C  1.8619  4.3769  4.8500
O  2.1773  2.1504  3.9431
C  -2.5083  -3.8647  -4.6820
O  -7.4704  4.2152  -1.4401
H  -1.2115  -1.1815  7.3194
H  -0.8546  -4.9225  -5.3016
C  -6.6306  3.2839  -1.4541
H  4.2554  4.4086  3.2495
C  0.0190  -4.6019  -0.2298
O  -1.7132  -5.0272  -4.7649
H  3.5887  -3.4834  -2.4006
C  -0.7321  -0.3686  1.7455
C  -0.7597  0.6263  -4.4938
H  0.4410  -1.2734  4.4151
H  2.5517  1.6499  3.2512
H  -2.4320  -2.0154  -3.3367
H  0.5333  -1.4998  0.6739
H  0.4555  3.5320  1.2307
C  4.0611  3.5204  3.5615
C  3.9836  -0.7343  2.0626
H  2.6102  0.5853  1.3351
C  -6.9688  1.9448  -1.0191
H  0.1201  -5.2793  2.3425
C  -6.0945  0.7650  -1.3058
H  -1.8268  -3.6406  -2.5298
H  -2.2839  -0.1874  4.7685
C  0.9478  -4.2980  0.8552
H  -1.2998  5.5675  -1.2204
H  0.9169  4.0360  4.8369
H  -0.4040  -1.2075  -1.5097
C  -1.4376  0.8641  -5.6554
C  2.7362  -1.4147  -2.2737
H  -2.2869  -3.0335  6.4828
C  0.2075  -1.1819  5.5727
H  3.3432  -1.5996  1.6240
C  -0.9893  -1.0684  -0.6524
H  1.7103  -1.7327  -1.7005
H  3.4685  -1.5687  3.8783
H  0.6643  0.4751  3.0373
H  0.8375  -0.2153  5.7603
H  2.2426  -2.1795  -4.2900
H  4.9008  -2.4301  -2.4454



This record from the Open Molecules 2025 dataset describes a single C3H5N3 molecule in a non-equilibrium geometry. The level of theory is wB97M-V/def2-TZVPD.

## Properties
**Gap between HOMO and LUMO**: 9.399 eV
**Net charge**: 0
**Energy above the lowest of the compared OMol25 structures with the same formula, charge and spin**: 2.979 eV
**Energy**: -7659.4764 eV
**SMILES**: C1=NCC=NN1

Atoms and positions in Å:
H  -2.1835  1.2050  -0.2639
H  -0.3614  -2.2761  0.2128
C  -1.2105  0.6329  -0.0458
H  0.2483  1.8570  -0.9076
C  1.0971  -0.7706  0.0219
N  1.3993  0.4796  -0.0358
C  0.2244  1.4341  0.0750
H  0.1758  2.0946  0.9637
N  -1.2697  -0.5749  0.0183
N  -0.1857  -1.2205  0.0110
H  1.8478  -1.4487  -0.2671



This record from the Open Molecules 2025 dataset describes 10 unconnected molecules or ions with the total composition C30H77N3O10 in a non-equilibrium geometry. The level of theory is wB97M-V/def2-TZVPD.

## Properties
**Gap between HOMO and LUMO**: 8.825 eV
**Net charge**: 0
**Energy above the lowest of the compared OMol25 structures with the same formula, charge and spin**: 1.014 eV
**Energy**: -57299.7184 eV
**SMILES**: CC1(C)CCCC(C)(C)N1O.CC1(C)CCCC(C)(C)N1O.CC1(C)CCCC(C)(C)N1O.CO.CO.CO.O.O.O.O

Atoms and positions in Å:
H  15.4463  1.7914  20.3661
H  7.2619  -7.0077  18.6135
H  5.6283  -0.5178  15.2409
H  12.1858  -3.6425  15.4714
N  9.6221  4.0248  20.3719
O  6.6772  -6.2780  18.8407
C  7.2441  -4.5519  12.2840
H  13.9205  2.2801  18.4020
H  8.5135  -2.1904  13.0525
C  9.6940  4.0045  17.9554
H  11.0886  0.1182  18.6033
H  9.2717  -1.5068  19.9490
H  6.1508  -2.1628  15.6130
H  6.2897  -2.0372  17.9535
H  7.6276  0.4065  19.3456
C  10.1401  0.2136  18.0658
H  11.2750  6.0819  18.1957
H  10.9579  6.1025  22.2801
C  10.5718  -2.2176  17.7262
C  9.1064  -7.4147  11.3264
O  10.5520  2.9251  20.3849
H  9.0490  -3.3761  14.3092
H  12.7414  -0.7403  15.4831
C  8.9129  3.5112  22.6069
H  10.5862  3.3905  17.8135
C  12.4548  -4.6587  15.1869
H  7.0959  -1.1230  14.5937
H  8.1733  -4.9784  9.5470
C  9.0740  -3.1109  13.2553
H  13.2648  1.5851  19.8241
C  8.6330  -1.4857  19.0591
C  8.6773  5.8789  19.1379
H  11.7115  4.6990  21.6491
H  7.6256  7.3020  20.4863
H  9.9881  2.1975  20.1021
H  11.1562  -5.0958  9.9535
H  6.8646  -0.9172  20.1343
N  8.6083  -1.2205  16.6485
C  10.1106  -6.2462  11.4282
H  7.8499  -5.7254  15.4824
C  8.7443  -4.1925  12.2212
O  11.4867  -5.6220  15.6899
C  13.8228  2.4578  19.4948
H  10.0974  -3.1555  11.0246
C  10.8969  5.0096  22.3005
H  8.4225  -2.7185  10.6594
H  10.9381  0.2251  15.1076
H  7.7378  5.4077  18.8143
H  11.8000  -7.5168  11.1176
H  12.2069  1.0987  15.2112
H  6.6604  -3.6357  12.3959
O  9.3097  -6.0162  13.6275
C  6.5533  -0.9819  17.9636
H  9.5919  4.6448  17.0810
C  9.5230  4.5861  21.7241
H  10.0910  -2.7846  12.9950
H  7.7598  -4.2782  16.0017
H  11.4801  -7.1065  12.8472
C  8.4909  6.6304  20.4222
C  9.4981  -1.1607  17.8345
H  9.5191  0.9245  18.6022
H  9.4051  -1.6100  15.0046
C  11.1284  5.6386  19.1840
C  9.1554  -4.5180  9.7050
O  7.5948  -5.1996  16.2534
H  13.3386  3.4258  19.5121
H  8.0575  1.3722  17.2547
H  8.8241  3.3634  18.0926
C  7.3716  -0.6481  19.2049
C  7.2740  -0.5645  16.6837
O  13.4563  -1.1067  16.0537
H  9.2328  7.4518  20.4764
H  9.3512  -8.2580  11.9812
O  9.3576  -0.7744  15.4868
C  9.8176  4.8571  19.2060
H  10.4497  0.6853  17.1260
H  11.9415  4.9198  19.3057
H  6.8858  -5.0128  11.3616
H  10.2035  -6.3857  9.2721
C  3.3016  0.6868  17.2522
H  13.8458  -0.3492  16.5018
H  9.5178  2.6047  22.5739
H  7.0421  -5.2080  13.1305
C  6.4938  -1.1310  15.5092
H  7.9362  3.1967  22.2259
H  3.2236  0.0079  18.0914
H  7.5689  5.4172  21.8953
H  11.0399  4.6870  23.3271
C  9.0857  -3.5593  10.8709
C  8.5809  5.7940  21.7013
H  8.8080  3.8672  23.6308
H  11.2552  -5.3097  16.5713
H  7.8110  1.1566  15.5391
C  7.3848  0.9482  16.5204
O  15.1069  2.6249  20.0345
H  2.0796  2.0943  16.5418
H  8.3476  -2.5339  18.9594
N  9.6650  -5.2791  12.4494
O  2.0459  1.3543  17.1495
H  11.2412  -2.0101  16.8843
H  10.1425  -3.2150  17.5911
H  12.4528  -4.7576  14.0996
H  11.2044  6.4200  19.9327
H  6.7917  -5.6495  18.1098
H  5.6476  -0.3649  18.0048
H  8.1072  -7.1253  11.6670
H  8.9154  6.5186  18.2824
H  3.5715  0.2328  16.2954
H  8.9487  -7.8308  10.3303
H  9.4329  -3.9806  8.8011
H  11.2350  -2.2837  18.5909
C  10.1780  -5.5963  10.0199
H  8.8425  6.4448  22.5344
H  6.3973  1.3996  16.6033
H  4.0883  1.4263  17.4603
H  12.2453  -5.9441  11.7356
C  11.5020  -6.7372  11.8235
H  10.1543  -6.0087  14.1025
O  11.6926  0.5719  14.5883
H  13.4713  -4.9097  15.5029



This record from the Open Molecules 2025 dataset describes a molecular structure, C31H69F3IN2O2P2S. The level of theory is wB97M-V/def2-TZVPD.

## Properties
**Gap between HOMO and LUMO**: 6.072 eV
**Net charge**: +1
**Energy**: -85999.9257 eV

Atoms and positions in Å:
H  1.6758  -0.9501  -3.7582
C  3.4971  0.4073  -2.3546
H  7.3050  -1.4276  -3.2450
H  -1.1880  0.5860  3.1233
H  -1.3917  3.0094  3.4546
H  0.9120  -3.6373  -1.3519
C  -5.1867  2.0817  1.0966
N  0.6578  2.8308  3.5981
C  2.0494  0.1572  -1.9378
H  -3.3957  -5.4883  -1.3515
H  -2.4575  -5.1415  -2.8320
F  -4.7564  -2.0067  2.5078
H  -4.1602  -3.8134  -2.9660
H  -1.9743  0.8627  4.6677
H  1.5104  1.4362  0.5568
C  7.3316  -2.8968  -1.6838
C  7.9822  -2.6453  0.8290
C  5.4530  -0.5745  -0.9721
H  6.6596  -4.2566  1.4424
H  -7.5012  4.3275  1.6470
C  1.1270  1.3286  1.5740
H  6.9102  -3.0369  2.6834
H  7.8687  -1.5688  0.6860
C  -4.4629  -2.3430  1.2733
H  8.8791  -2.7706  1.4383
H  2.0132  -0.0459  -0.8623
C  -6.9650  6.3005  1.0094
H  -2.7403  -2.0463  -3.3050
H  1.7042  3.3663  1.8966
C  -3.2849  -1.9856  -2.3619
C  -0.6418  -1.1978  -1.1698
H  1.8522  1.2409  4.3890
H  -6.0941  6.8854  0.7119
H  -0.2789  0.3923  4.6289
H  -5.5425  -1.9149  -3.9727
C  -1.0365  0.9917  4.1232
H  -0.9883  -0.2784  -0.6911
H  3.8524  -1.6802  -1.9039
C  8.2089  -3.3461  -0.5127
C  1.3819  -0.9846  -2.7068
H  0.2225  0.7194  1.5322
H  3.8208  2.6750  4.8527
H  7.5504  -3.5642  -2.5214
H  5.8450  -2.6931  1.3363
C  3.0784  2.9824  4.1160
H  9.2570  -3.2561  -0.8108
H  2.9957  4.0694  4.1425
H  6.8099  0.5369  -2.1812
H  -5.1804  2.5642  2.0744
H  -0.4986  0.0486  -2.9135
S  -2.7239  -1.7280  0.9611
C  6.8687  -0.2936  -1.4690
N  -6.2598  4.1382  0.0193
H  6.2761  -3.0690  -1.4450
O  -1.8878  -2.4935  1.8275
H  -6.4432  -3.2237  -3.2102
C  -4.4836  -2.9502  -2.3843
C  -6.6228  4.8376  1.2422
H  5.4534  -1.4434  -0.3149
H  -3.1915  5.5856  -0.6364
C  -5.7542  -2.4022  -3.0209
H  0.0731  -4.2416  -2.8065
H  -5.5082  5.6987  -1.1125
H  -0.5672  -1.6508  -3.3283
F  -5.3215  -1.7914  0.4278
H  -5.0368  4.1094  -1.6388
H  1.4672  1.0702  -2.1015
C  -0.6669  2.4782  4.0782
P  -2.0471  -2.3327  -1.0737
H  -3.9416  5.3748  0.9396
C  6.7794  -3.1842  1.6112
H  -1.9488  -6.4259  -1.7202
H  0.1450  -1.6039  -0.5280
P  -1.3270  -4.3775  -0.7463
H  3.4549  2.6910  3.1343
H  3.8675  1.2711  -1.7976
H  4.9873  -1.0003  -3.0391
O  -2.7650  -0.3018  0.9734
H  -5.8454  4.7733  2.0202
H  3.5037  0.7057  -3.4063
H  -4.1795  2.1411  0.6831
H  -7.2264  2.3845  0.4959
C  -5.1723  4.7270  -0.7455
H  -6.2540  -1.6837  -2.3737
H  -6.1090  2.2720  -0.8435
H  1.7274  -1.9454  -2.3187
H  8.0338  -4.4157  -0.3542
C  4.4437  -0.7850  -2.1173
H  -5.4096  1.0227  1.2552
H  -0.0114  3.1614  1.6806
C  7.5676  -1.4651  -2.1851
I  -3.7779  0.1135  -2.2345
F  -4.4842  -3.6645  1.1255
H  -7.7257  6.3980  0.2342
H  5.1318  0.2642  -0.3473
H  1.4687  2.5705  5.4671
C  -2.3994  -5.4344  -1.7856
H  1.8746  0.7805  2.1502
H  8.6461  -1.2825  -2.1502
H  -0.7731  2.8945  5.0840
H  -3.2789  3.9827  0.0859
C  0.2124  -4.3766  -1.7346
H  0.6470  -5.3613  -1.5521
C  0.8644  2.7223  2.1662
H  -7.3517  6.7392  1.9293
H  7.4805  0.0772  -0.6452
C  -6.2330  2.6968  0.1594
H  -4.7043  -3.3220  -1.3855
C  -3.8212  4.9193  -0.0442
C  1.7389  2.3365  4.4342
C  -0.1445  -0.9374  -2.6147